*i*
The following is a DFT calculation (ωB97M-V/def2-TZVPD) of CH2ClNO2S in the gas phase.

The geometry in XYZ format:
```
8
Properties=species:S:1:pos:R:3
Cl 3.8155 -1.3418 0.4868
S 3.0244 0.2447 -0.5712
O 0.2066 0.8016 -0.9024
O 3.6971 1.4068 -0.1503
N 1.7498 0.0624 0.5588
C 0.5332 0.2482 0.2695
H -0.7324 0.7950 -1.0537
H -0.0807 0.0456 1.0206
```

Calculated values
**Gap between HOMO and LUMO**: 9.93 eV
**2S+1**: 1
**HOMO**: -9.818 eV

*ii*
The following is a DFT calculation (ωB97M-V/def2-TZVPD) of CH2ClNO2S in the gas phase.

The geometry in XYZ format:
```
8
Properties=species:S:1:pos:R:3
Cl 2.9343 -1.0515 0.6594
S 2.1121 0.3440 -0.6442
O 0.1250 1.1886 0.8765
O 0.5290 -0.0661 -0.8278
N -1.5043 -0.2447 0.0480
C -0.3419 0.3634 0.1868
H -1.5700 -0.5406 -0.9421
H -2.2843 0.0069 0.6435
```

Calculated values
**Gap between HOMO and LUMO**: 9.12 eV
**2S+1**: 1
**SMILES**: NC(=O)OSCl
**HOMO**: -9.086 eV

Short version: *ii* is the most stable of them.

*i*
The following is a DFT calculation (ωB97M-V/def2-TZVPD) of a molecular structure, C10H22N3.

The geometry in XYZ format:
```
35
Properties=species:S:1:pos:R:3
N -0.5421 -1.7503 0.9068
N 0.8949 -0.0582 -1.6717
N 1.6174 0.7133 0.5675
C -1.0997 -1.4548 2.2271
C -1.4747 -1.8204 -0.1982
C -2.6821 3.5423 -0.1230
C -1.6093 2.6279 -0.2281
C 0.8656 0.5776 -0.5155
C 1.6024 -1.2664 -1.9628
C 2.7772 -0.1201 0.7145
C 0.1740 0.3509 -2.9063
C -0.6809 1.8814 -0.2467
C 1.2978 1.2222 1.8826
H -3.3896 3.4206 0.7552
H 1.0280 0.4466 -3.4917
H -1.3617 -0.9204 -0.6715
H 3.6446 0.3626 1.3276
H -1.4130 -2.6731 -0.9288
H -3.3317 3.2188 -0.9486
H -0.0585 -2.6121 1.0045
H 3.4431 -0.3142 -0.1411
H -1.5882 -2.3791 2.5725
H 0.5772 2.0893 1.7345
H -0.5647 -0.9075 2.9921
H -2.0820 4.5274 -0.1838
H 2.5088 -0.9910 -2.7386
H -0.4094 1.3070 -2.6252
H -1.8990 -0.7202 2.0364
H -0.5037 -0.2934 -3.2797
H 2.6864 -1.0415 1.2236
H 0.9104 -1.8210 -2.4760
H 2.1120 1.6002 2.3529
H -2.5072 -1.9343 0.0766
H 2.1719 -1.7582 -1.0652
H 1.1000 0.4027 2.5315
```

Calculated values
**Gap between HOMO and LUMO**: 8.94 eV
**2S+1**: 1
**Total charge**: +1
**HOMO**: -12.044 eV

*ii*
The following is a DFT calculation (ωB97M-V/def2-TZVPD) of a molecular structure, C10H22N3.

The geometry in XYZ format:
```
35
Properties=species:S:1:pos:R:3
N 0.2268 0.2111 -1.3985
N 2.2082 1.3902 2.0435
N -1.4677 0.6852 0.1738
C -2.4378 -2.4932 -1.6979
C 2.1052 0.3858 3.0493
C 3.2477 1.0949 1.0485
C -0.8493 1.7567 0.9069
C -0.8283 -0.0521 -0.7067
C 1.0323 -0.9301 -1.9600
C -3.2968 -3.5710 -2.1980
C 0.7145 1.4502 -1.8091
C -2.8696 0.5147 0.4317
C -1.6844 -1.7126 -1.2082
H 1.7765 1.4281 -2.0210
H -4.3208 -3.4808 -1.8578
H 3.4740 2.0174 0.4778
H -1.2653 2.0153 1.8963
H 2.8621 0.1902 0.6868
H -3.3507 1.1577 -0.2403
H 2.3707 2.3085 2.3685
H 0.4173 -1.8901 -1.7917
H -0.7603 2.7683 0.4189
H -3.2005 -0.5251 0.3070
H -3.1040 0.9871 1.4443
H -3.3371 -3.3840 -3.3056
H 0.6657 2.3259 -1.0694
H -3.0229 -4.5852 -2.0348
H 2.4873 -0.4680 2.5185
H 4.1613 0.8946 1.5466
H 0.3046 1.5716 1.0590
H 1.9842 -0.9432 -1.3373
H 1.0029 0.2032 3.2163
H 0.0912 2.0990 -2.5442
H 2.4843 0.5699 4.0178
H 1.1825 -0.6021 -2.9979
```

Calculated values
**Gap between HOMO and LUMO**: 8.67 eV
**2S+1**: 1
**Total charge**: +1
**HOMO**: -11.688 eV

Short version: *ii* is the most stable of them.

*i*
The following is a DFT calculation (ωB97M-V/def2-TZVPD) of C18H24N2O3 in the gas phase.

The geometry in XYZ format:
```
47
Properties=species:S:1:pos:R:3
O 0.3076 1.8331 1.9111
O -2.6007 -3.0642 0.7750
O -1.6928 0.4052 3.2999
N 0.1561 0.1580 0.3214
N 0.2456 2.5137 -2.0689
C -2.4320 -2.1904 1.6007
C 1.1484 0.5987 -0.6212
C -2.0185 2.4740 -1.0897
C -0.1444 0.7872 1.4706
C 0.5431 1.1105 -1.9588
C -0.6169 3.0775 -1.0457
C 1.0778 -4.4016 -0.6929
C 1.3354 3.3688 -2.4861
C 1.3691 -2.3713 1.1626
C -1.4674 -1.1128 1.3906
C 2.2171 -3.4631 1.1947
C -1.1914 -0.0247 2.1425
C 2.0718 -4.4811 0.2669
C 0.3758 -2.2853 0.1955
C 2.4610 3.6195 -1.4741
C -0.5580 -1.0939 0.1817
C -3.1920 -2.1241 2.8977
C 0.2334 -3.3056 -0.7321
H 1.7139 1.3922 -0.1313
H -3.7303 -1.1813 2.9606
H 1.8166 -0.2421 -0.8337
H 1.4777 -1.5793 1.8906
H 2.7303 -5.3363 0.2961
H -2.0265 1.4480 -0.7312
H 2.0531 3.9343 -0.5168
H -1.1451 -1.1115 -0.7445
H -3.8881 -2.9556 2.9617
H 2.9884 -3.5218 1.9484
H -1.2419 1.2460 3.5051
H 0.8922 4.3308 -2.7612
H 1.2421 0.8658 -2.7613
H -2.4949 -2.1587 3.7318
H 3.1112 4.4081 -1.8452
H -2.3988 2.4924 -2.1079
H -0.2045 2.9732 -0.0321
H -0.3784 0.5506 -2.1473
H 1.7635 2.9338 -3.3949
H 0.9573 -5.1959 -1.4142
H 3.0634 2.7263 -1.3270
H -0.6975 4.1469 -1.2565
H -0.5483 -3.2500 -1.4740
H -2.6838 3.0558 -0.4567
```

Calculated values
**Gap between HOMO and LUMO**: 8.20 eV
**2S+1**: 1
**SMILES**: CCN(CC)CCN1C(=O)C(O)=C(C(C)=O)[C@@H]1c1ccccc1
**HOMO**: -8.147 eV

*ii*
The following is a DFT calculation (ωB97M-V/def2-TZVPD) of C18H24N2O3 in the gas phase.

The geometry in XYZ format:
```
47
Properties=species:S:1:pos:R:3
O 0.6614 -2.1864 0.7399
O 4.4024 -1.3432 -0.8053
O 2.6719 -2.9086 0.1202
N 0.2491 0.3734 0.7550
N 3.9920 0.8505 -0.8108
C -3.2942 1.3672 -0.1288
C 1.8009 -1.9368 0.3476
C -5.0683 -0.4631 0.0612
C 3.3406 4.3598 -0.0701
C 3.6297 -0.4575 -0.4978
C 1.5196 0.5370 0.3669
C 2.1690 4.2448 0.6710
C 2.3171 -0.5901 0.1047
C 3.3553 1.9767 -0.3933
C -2.0612 0.4784 0.0186
C -0.8788 1.2574 0.5981
C -4.4722 0.6540 -0.7929
C -6.3115 -1.0589 -0.5883
C 3.9393 3.2331 -0.5829
C 1.5684 3.0161 0.8332
C 2.1133 1.8603 0.2596
C 2.2172 -4.2395 0.3374
C 3.3704 -5.1804 0.0456
H -7.0776 -0.2976 -0.7197
H 1.7311 5.1201 1.1254
H -4.1503 0.2424 -1.7521
H -1.1740 1.6736 1.5707
H 0.6915 2.9449 1.4530
H 3.0517 -6.2101 0.1823
H 4.8765 3.2995 -1.1160
H -5.3292 -0.0643 1.0443
H 4.2000 -4.9669 0.7133
H -2.2832 -0.3621 0.6771
H 1.3624 -4.4370 -0.3212
H 0.0057 -0.6177 0.8731
H -1.7802 0.0770 -0.9571
H -6.7215 -1.8551 0.0285
H 3.7102 -5.0380 -0.9761
H 1.8715 -4.3352 1.3742
H 4.8902 0.9407 -1.2698
H -6.0697 -1.4720 -1.5651
H 3.7968 5.3274 -0.2148
H -4.3301 -1.2533 0.2055
H -3.0287 2.2398 -0.7312
H -0.6212 2.0815 -0.0729
H -3.6004 1.7271 0.8564
H -5.2531 1.3909 -0.9965
```

Calculated values
**Gap between HOMO and LUMO**: 8.54 eV
**2S+1**: 1
**SMILES**: CCCCCCNc1c(C(=O)OCC)c(=O)[nH]c2ccccc12
**HOMO**: -8.371 eV

Short version: *ii* is the most stable of them.

*i*
The following is a DFT calculation (ωB97M-V/def2-TZVPD) of 2 unconnected molecules or ions with the total composition H3O3PS.

The geometry in XYZ format:
```
8
Properties=species:S:1:pos:R:3
S 0.3987 0.9863 -1.8197
P 0.5350 -0.7104 1.9109
O 0.4179 -2.0843 1.5384
O -0.0574 0.8725 -0.4557
O -0.9656 -0.2500 2.3412
H -1.1328 0.7629 2.2781
H 0.4680 2.4667 -2.1424
H -0.8496 1.1025 -2.5590
```

Calculated values
**Gap between HOMO and LUMO**: 10.07 eV
**2S+1**: 1
**HOMO**: -9.929 eV

*ii*
The following is a DFT calculation (ωB97M-V/def2-TZVPD) of 2 unconnected molecules or ions with the total composition H3O3PS.

The geometry in XYZ format:
```
8
Properties=species:S:1:pos:R:3
S 2.7252 -0.3462 -0.1720
P -3.2344 -0.1865 -0.3039
O 1.5489 0.3462 0.7465
O -1.6934 -0.4175 0.2242
O -3.2126 0.8088 -1.3471
H 0.9172 -0.3772 0.8853
H 3.9348 0.2970 0.3451
H -0.9857 -0.1247 -0.3781
```

Calculated values
**Gap between HOMO and LUMO**: 8.87 eV
**2S+1**: 1
**SMILES**: O=PO.OS
**HOMO**: -9.124 eV

Short version: *ii* is the most stable of them.

*i*
The following is a DFT calculation (ωB97M-V/def2-TZVPD) of 2 unconnected molecules or ions with the total composition C3H11N3.

The geometry in XYZ format:
```
17
Properties=species:S:1:pos:R:3
N 2.2318 0.0843 2.0014
N -3.1014 -1.1830 -1.6980
N -0.9681 -0.2622 -1.0970
C -2.3939 -0.1932 -0.8387
C 2.6100 -0.7389 1.1330
C 2.1670 1.4809 1.5672
H 3.1923 1.8148 1.4147
H -3.8148 -0.6376 -2.1809
H 2.7924 -1.7772 1.4009
H -2.6284 -0.4661 0.1970
H -2.4454 -1.3464 -2.4643
H 2.9441 -0.4060 0.1633
H 1.6509 1.5708 0.6065
H -0.6386 -1.2142 -1.0472
H -0.4627 0.3695 -0.4979
H -2.7267 0.8426 -0.9419
H 1.5916 2.0617 2.2820
```

Calculated values
**Gap between HOMO and LUMO**: 10.22 eV
**2S+1**: 1
**SMILES**: C=NC.NCN
**HOMO**: -9.276 eV

*ii*
The following is a DFT calculation (ωB97M-V/def2-TZVPD) of C3H11N3 in the gas phase.

The geometry in XYZ format:
```
17
Properties=species:S:1:pos:R:3
N -0.5935 -1.4668 -1.0360
N 1.8019 0.8888 0.5348
N 1.2105 -0.2962 -0.4531
C -0.7849 1.1149 -0.6873
C -0.1468 -0.1402 -0.1112
C -0.6370 -0.4806 1.2904
H -0.3421 1.3496 -1.6533
H -0.4745 0.3562 1.9670
H -1.2868 -1.2532 -1.7468
H 1.9566 1.6766 -0.0866
H 0.0886 -2.0012 -1.5672
H -0.6439 1.9583 -0.0142
H -1.8534 0.9488 -0.8119
H -0.1116 -1.3533 1.6752
H 1.5698 -1.1554 -0.0414
H -1.7013 -0.7013 1.2539
H 1.9484 0.5552 1.4876
```

Calculated values
**Gap between HOMO and LUMO**: 9.74 eV
**2S+1**: 1
**SMILES**: CC(C)(N)NN
**HOMO**: -8.709 eV

*iii*
The following is a DFT calculation (ωB97M-V/def2-TZVPD) of 2 unconnected molecules or ions with the total composition C3H11N3.

The geometry in XYZ format:
```
17
Properties=species:S:1:pos:R:3
N 1.6867 -0.9193 -0.5672
N 0.8202 0.1845 -0.2416
N 1.3719 1.0259 0.7907
C -0.9570 -1.2912 0.5953
C -0.6322 -0.1347 -0.0084
C -1.5191 1.0805 0.0451
H -2.4988 0.8211 -0.3597
H -0.3005 0.1324 -2.0559
H 0.6787 0.6651 -1.2471
H 1.2755 -1.2499 -1.4556
H 2.3800 1.0485 0.6405
H 1.5538 -1.6343 0.1475
H 1.1967 0.5554 1.6777
H -1.1314 1.8992 -0.5612
H -1.9844 -1.4621 0.8858
H -1.6309 1.4345 1.0762
H -0.3093 -2.1556 0.6378
```

Calculated values
**Gap between HOMO and LUMO**: 7.73 eV
**2S+1**: 1
**HOMO**: -6.909 eV

Short version: *i* is the most stable of them.